C15H21N2O2P | ωB97M-V/def2-TZVPD

```
41
C15H21N2O2P, DFT ωB97M-V/def2-TZVPD
C 4.772 0.076 -0.548
C 4.480 -1.529 -0.473
C 3.872 -1.954 0.979
C 3.614 -3.530 1.125
O 2.451 -4.046 0.394
N 1.425 -3.185 0.381
C 1.140 -2.555 -0.909
C 0.030 -1.506 -1.138
C -0.864 -1.101 0.067
C -1.976 0.004 -0.164
C -2.088 1.138 0.911
C -3.143 2.270 0.741
N -4.013 2.305 -0.440
P -5.151 3.697 -0.530
C -4.416 5.200 0.397
O -5.128 4.157 -2.191
C -3.944 1.271 -1.455
C -2.940 0.085 -1.378
C -0.566 -1.805 1.437
C 0.600 -2.854 1.529
H 3.796 0.620 -0.852
H 5.155 0.497 0.450
H 5.542 0.211 -1.398
H 5.490 -2.036 -0.664
H 3.778 -1.785 -1.338
H 4.719 -1.698 1.728
H 2.985 -1.292 1.292
H 4.536 -4.052 0.659
H 3.636 -3.807 2.237
H 1.811 -2.841 -1.803
H -0.114 -1.041 -2.179
H -1.406 1.118 1.828
H -3.193 3.051 1.576
H -4.810 6.184 -0.038
H -3.278 5.191 0.182
H -4.531 5.120 1.530
H -4.337 4.755 -2.262
H -4.662 1.304 -2.355
H -2.873 -0.742 -2.177
H -1.226 -1.518 2.324
H 0.825 -3.378 2.527
```

## Properties
orbital gap	6.77	eV
E_tot	-32234.84089	eV
highest occupied orbital energy	-15.06	eV
total charge	+2
ΔE to the lowest compared entry with this formula, charge and spin	145.1	kcal/mol


C6H8 | ωB97M-V/def2-TZVPD

```
14
C6H8, DFT ωB97M-V/def2-TZVPD
C 2.487 -1.548 -0.236
C 1.787 -0.616 0.085
C 0.797 0.170 0.733
C -0.289 0.791 -0.165
C -1.693 0.783 0.349
C -1.308 -0.095 -0.810
H 3.248 -1.938 -0.843
H 0.758 -1.178 1.245
H 1.248 0.989 1.344
H -0.002 1.682 -0.747
H -2.329 1.641 0.157
H -1.815 0.312 1.318
H -1.201 -1.160 -0.636
H -1.689 0.166 -1.794
```

## Properties
orbital gap	9.81	eV
E_tot	-6346.45591	eV
highest occupied orbital energy	-8.92	eV
total charge	0
ΔE to the lowest compared entry with this formula, charge and spin	99.8	kcal/mol